C33H57F3InN10O5 | ωB97M-V with the def2-TZVPD basis set

Each line ends with the Löwdin charge.
CARTESIAN COORDINATES (ANGSTROEM)
C  -7.7804  5.3779  2.6819  -0.081
C  -6.3405  5.8532  2.7605  -0.284
O  -5.8137  5.5435  4.0386  -0.160
C  -4.3959  5.4682  4.0606  -0.184
C  -3.7272  6.8598  4.1486  -0.221
O  -2.7538  7.0655  3.1592  -0.262
C  -1.5418  6.3113  3.3767  -0.286
In  -1.0771  5.1293  1.5582  0.777
C  0.2004  3.3231  1.9581  -0.248
C  -0.4202  2.1511  1.2484  -0.324
O  0.5506  1.0827  1.0363  -0.127
C  0.0402  -0.0063  0.3420  -0.138
C  0.7673  -0.1670  -0.9848  -0.577
F  2.0707  0.1231  -0.9187  0.150
F  0.2401  0.5978  -1.9569  0.132
F  0.6852  -1.4538  -1.4473  0.076
O  -0.0954  6.2322  0.0896  -0.371
C  -0.7683  6.5083  -1.0981  -0.358
C  -1.0290  5.2532  -1.9601  -0.204
O  -2.3476  5.2072  -2.4857  -0.163
C  -3.1941  4.1852  -2.0054  -0.302
C  -4.4909  4.7673  -1.4434  -0.095
H  -8.2982  5.9066  1.8731  0.070
H  -7.8375  4.3070  2.4682  0.071
H  -8.3148  5.5784  3.6131  0.072
H  -5.7395  5.3676  1.9786  0.116
H  -6.2820  6.9359  2.5728  0.116
H  -4.1251  4.8500  4.9226  0.123
H  -4.0231  4.9668  3.1578  0.098
H  -3.3008  7.0040  5.1543  0.118
H  -4.5099  7.6138  4.0024  0.117
H  -1.6956  5.5869  4.1722  0.007
H  -0.7555  6.9897  3.7223  0.012
H  -2.6297  4.5077  0.9368  -0.019
H  0.2857  3.1416  3.0334  0.023
H  1.1875  3.5205  1.5263  0.042
H  -0.8078  2.4358  0.2584  0.083
H  -1.2549  1.7397  1.8316  0.117
H  0.1438  -0.9402  0.9084  0.131
H  -1.0241  0.1166  0.0964  0.143
H  -0.1513  7.2086  -1.6885  0.100
H  -1.7440  7.0049  -0.9484  0.105
H  -0.3368  5.2324  -2.8134  0.113
H  -0.8149  4.3698  -1.3458  0.091
H  -2.6904  3.5923  -1.2349  0.072
H  -3.4285  3.5058  -2.8408  0.109
H  -5.1821  5.0367  -2.2452  0.064
H  -4.9654  4.0680  -0.7493  0.065
H  -4.2481  5.6708  -0.8739  0.065
C  -0.1820  -4.1766  -0.2174  -0.083
C  -1.3443  -3.8434  0.5972  -0.287
N  -2.2591  -3.5823  1.2401  0.127
H  0.0071  -5.2485  -0.1760  0.051
H  -0.3614  -3.8893  -1.2515  0.075
H  0.6937  -3.6437  0.1483  0.076
C  2.1008  4.8038  5.8066  -0.076
C  0.6721  4.8876  6.0853  -0.272
N  -0.4520  4.9785  6.3080  0.142
H  2.4692  3.8102  6.0562  0.079
H  2.2898  5.0051  4.7537  0.078
H  2.6322  5.5441  6.4013  0.067
C  1.5601  -1.5902  -4.8497  -0.056
C  1.0278  -2.6994  -5.6335  -0.273
N  0.6031  -3.5584  -6.2678  0.125
H  1.4263  -1.7847  -3.7886  0.061
H  2.6208  -1.4649  -5.0602  0.087
H  1.0351  -0.6713  -5.1041  0.091
C  1.3975  -6.5911  -4.6920  -0.067
C  1.3413  -6.7503  -3.2471  -0.241
N  1.2568  -6.8911  -2.1094  0.145
H  1.8195  -5.6202  -4.9456  0.059
H  2.0009  -7.3815  -5.1292  0.039
H  0.3888  -6.6473  -5.0996  0.083
C  2.8480  -7.2446  0.7932  -0.093
C  2.7961  -7.4168  2.2409  -0.290
N  2.7859  -7.5591  3.3808  0.117
H  3.2704  -6.2694  0.5565  0.072
H  3.4840  -8.0138  0.3589  0.082
H  1.8572  -7.3190  0.3528  0.039
C  6.4931  -5.9310  3.1743  -0.064
C  6.4833  -5.9567  1.7165  -0.264
N  6.4438  -5.9859  0.5688  0.145
H  5.6632  -5.3267  3.5356  0.086
H  6.3844  -6.9429  3.5599  0.084
H  7.4300  -5.5059  3.5294  0.082
C  1.2647  -8.8338  -8.2890  -0.061
C  1.7187  -9.2899  -6.9810  -0.279
N  2.0593  -9.6338  -5.9398  0.136
H  1.6909  -9.4632  -9.0678  0.082
H  0.1785  -8.8850  -8.3382  0.087
H  1.5791  -7.8035  -8.4485  0.085
C  -2.5032  -8.1689  -1.9693  -0.067
C  -2.5473  -8.2029  -3.4266  -0.287
N  -2.5588  -8.2319  -4.5745  0.119
H  -3.3136  -7.5511  -1.5867  0.084
H  -2.6040  -9.1772  -1.5725  0.082
H  -1.5501  -7.7516  -1.6457  0.060
C  1.1217  9.0622  4.9984  -0.055
C  2.3880  8.3526  4.8584  -0.275
N  3.3834  7.7927  4.7339  0.129
H  0.3227  8.4839  4.5387  0.057
H  0.8936  9.2076  6.0529  0.084
H  1.1889  10.0307  4.5062  0.084
C  6.8134  -5.8899  -2.8036  -0.092
C  7.5536  -5.3203  -3.9245  -0.291
N  8.1376  -4.8755  -4.8076  0.114
H  6.5443  -6.9206  -3.0285  0.081
H  7.4135  -5.8684  -1.8983  0.048
H  5.9062  -5.3160  -2.6263  0.077

Values from the calculation:
Energy above the lowest of the compared OMol25 structures with the same formula, charge and spin ... 0.0 kcal/mol
HOMO level ... -4.8 eV
Net charge ... -1
Strongest force on any atom ... 0.43 eV/Å
Calculated total energy ... -73605.9999 eV



C33H57FN2O2PtSi | ωB97M-V with the def2-TZVPD basis set

Each line ends with the Löwdin spin population.
CARTESIAN COORDINATES (ANGSTROEM)
O  2.1439  -1.6153  -2.4691  0.027
O  -1.4740  -2.5074  -5.4586  0.000
C  3.4781  -2.0846  -2.9764  0.005
C  4.0816  -3.1389  -2.0943  0.000
H  4.0860  -1.1808  -2.9798  0.002
H  3.2550  -2.3764  -4.0050  0.000
H  4.0656  -2.8542  -1.0336  0.000
H  5.1284  -3.2748  -2.3966  0.000
H  3.5738  -4.0994  -2.2280  0.000
C  1.2001  -2.7534  -2.1850  0.011
C  1.0362  -3.6952  -3.3742  0.001
H  0.2271  -2.3077  -1.9252  0.003
H  1.5931  -3.2803  -1.3062  0.001
H  0.6134  -3.1870  -4.2555  0.000
H  0.3181  -4.4997  -3.1285  0.000
H  1.9839  -4.1843  -3.6420  0.000
C  -2.8933  -2.3042  -5.4599  0.000
C  -0.7738  -1.6637  -6.3748  0.000
C  -3.5687  -3.2955  -4.5293  0.000
H  -3.2558  -2.4256  -6.4976  0.000
H  -3.1325  -1.2710  -5.1229  0.000
H  -3.3538  -4.3230  -4.8456  0.000
H  -4.6486  -3.1260  -4.5766  0.000
H  -3.2448  -3.1578  -3.4890  0.000
C  -0.7402  -2.1804  -7.7955  0.000
H  0.2457  -1.6009  -5.9809  0.000
H  -1.2050  -0.6523  -6.3633  0.000
H  -0.3694  -3.2081  -7.8379  0.000
H  -0.0652  -1.5432  -8.3696  0.000
H  -1.7317  -2.1282  -8.2521  0.000
H  -2.4625  -0.2479  -1.0802  0.000
N  2.2191  0.9979  0.3207  0.206
C  1.9473  2.1307  0.9933  0.019
C  0.8725  3.0708  0.9449  0.380
C  -0.5394  3.1086  1.2114  -0.005
C  3.1013  2.5993  1.8860  0.023
H  4.0670  2.5366  1.3641  0.003
H  3.1626  2.0404  2.8316  -0.004
H  2.9230  3.6455  2.1480  0.001
C  -1.1385  4.4525  1.6058  -0.012
H  -1.6276  4.4067  2.5907  -0.004
H  -1.9015  4.7710  0.8809  -0.004
H  -0.3704  5.2235  1.6414  0.000
N  -1.3160  2.0804  1.0474  0.266
C  3.1765  0.0275  0.8509  0.030
C  4.3965  -0.0857  0.1471  0.048
C  4.7699  0.8815  -0.9301  0.029
C  5.3118  -1.0583  0.5394  -0.005
H  6.2299  -1.1279  -0.0410  -0.001
C  5.0568  -1.8590  1.6502  0.039
H  5.8049  -2.5909  1.9488  0.002
C  3.8688  -1.7099  2.3551  0.000
H  3.6805  -2.3216  3.2380  0.000
C  2.8975  -0.7860  1.9761  0.035
C  1.6107  -0.6696  2.7355  0.003
C  -2.5864  1.7794  1.4784  0.032
C  -3.7678  1.9913  0.6977  0.011
C  -3.7563  2.8692  -0.4963  0.003
C  -4.9502  1.3362  1.0321  0.000
H  -5.8177  1.4449  0.3706  0.000
C  -5.0428  0.5572  2.1817  0.002
H  -5.9721  0.0355  2.4279  0.000
C  -3.9425  0.4518  3.0405  0.002
H  -3.9983  -0.1233  3.9777  0.001
C  -2.7400  1.0771  2.7168  0.016
C  -1.5460  0.9885  3.6253  0.001
Pt  2.1496  0.0847  -1.3889  0.706
H  5.4747  0.3889  -1.6198  0.001
H  5.2642  1.7622  -0.4763  0.001
H  3.8989  1.2262  -1.5700  0.014
H  1.5497  0.2883  3.2746  0.001
H  1.5751  -1.4724  3.4877  0.000
H  0.7270  -0.7763  2.0913  0.001
H  -4.1073  2.3350  -1.3800  0.000
H  -2.7627  3.2545  -0.6832  0.002
H  -4.4274  3.7255  -0.3683  0.000
H  -0.7130  0.4422  3.1462  0.001
H  -1.8259  0.4674  4.5557  0.000
H  -1.1803  2.0006  3.8841  0.000
H  1.2702  4.0941  0.9039  0.015
C  -2.8184  0.0372  -2.1036  0.001
Si  -1.5805  1.1052  -3.0994  0.004
H  -3.0302  -0.9040  -2.6258  0.000
H  -3.7887  0.5003  -1.9064  0.000
C  -0.0788  0.3256  -3.9266  0.031
C  -0.7049  2.4462  -2.0695  0.011
C  -2.5564  1.7960  -4.5688  0.001
H  -2.9486  0.9985  -5.2196  0.000
H  -1.9074  2.4367  -5.1802  0.000
H  -3.4014  2.4057  -4.2257  0.000
H  0.8165  0.5754  -3.3012  0.023
H  0.1166  0.6556  -4.9672  0.002
H  -0.1175  -0.7827  -3.8992  0.000
H  -0.3831  2.0335  -1.0951  0.008
H  -1.3502  3.3067  -1.8798  0.000
H  0.1971  2.8252  -2.5835  0.001
F  -1.8549  -0.6763  0.0042  0.005

Values from the calculation:
HOMO level (spin up / spin down) ... -6.2 / -6.1 eV
Multiplicity ... 3
Strongest force on any atom ... 3.26 eV/Å
Calculated total energy ... -56055.5806 eV